The following is a DFT calculation (ωB97M-V/def2-TZVPD) of C4H8Cl4F10Mg2N5O20S10 as an isolated structure.

```
! wB97M-V def2-TZVPD RIJCOSX def2/J DEFGRID3
* xyz -1 1
Mg 17.104 7.038 -15.707
Mg 11.366 2.518 -16.222
N 14.294 7.146 -14.571
S 13.401 6.052 -13.534
O 12.662 5.069 -14.292
O 12.824 6.569 -12.294
F 14.650 5.242 -12.940
S 13.070 8.075 -14.692
O 12.935 9.187 -13.754
O 11.896 7.580 -15.413
F 13.899 8.830 -15.832
N 13.259 3.405 -18.328
S 15.032 3.443 -18.488
O 15.747 4.584 -17.830
O 15.650 2.789 -19.635
F 15.061 2.252 -17.319
S 13.024 4.137 -19.715
O 12.936 3.318 -20.906
O 13.453 5.506 -19.740
F 11.413 4.333 -19.434
N 19.482 7.892 -21.093
S 18.308 8.862 -20.250
O 17.857 8.287 -18.988
O 17.342 9.639 -20.966
F 19.472 9.827 -19.782
S 18.612 7.655 -22.320
O 18.682 8.675 -23.371
O 17.422 6.870 -22.036
F 19.533 6.528 -23.006
N 8.446 2.894 -15.490
S 7.681 3.632 -14.106
O 6.382 3.108 -13.634
O 8.124 5.006 -13.969
F 8.716 2.967 -13.030
S 7.129 2.843 -16.240
O 6.593 4.090 -16.717
O 6.310 1.715 -16.129
F 7.835 2.441 -17.635
N 22.094 5.616 -17.674
S 22.130 4.054 -17.472
O 20.994 3.338 -16.863
O 23.395 3.385 -17.514
F 21.834 3.962 -19.094
S 21.762 5.828 -16.027
O 22.685 5.309 -15.058
O 20.338 5.970 -15.699
F 22.201 7.362 -16.014
Cl 4.978 10.257 -20.136
C 5.691 8.633 -19.873
C 7.247 8.712 -19.745
Cl 7.764 9.876 -18.514
H 5.244 7.951 -20.596
H 5.285 8.194 -18.961
H 7.808 8.975 -20.641
H 7.474 7.728 -19.334
Cl 11.625 -1.003 -16.388
C 11.005 -2.410 -17.413
C 9.953 -2.166 -18.480
Cl 10.530 -0.995 -19.674
H 10.673 -3.065 -16.608
H 11.912 -2.845 -17.832
H 9.105 -1.689 -17.989
H 9.556 -3.090 -18.900
*
```

Properties
max |F|: 9.5 eV Å⁻¹
LUMO energy: -4.8 eV
frontier orbital gap: 2.409 eV